# 1
# C44H80F6N14O2P

A 9-piece molecular cluster, C44H80F6N14O2P overall in a non-equilibrium geometry (ωB97M-V/def2-TZVPD, OMol25).

## Properties
LUMO level: -7.5 eV
Gap between HOMO and LUMO: 7.832 eV
Net charge: +5
Energy relative to the best compared isomer or geometry (same formula, charge and spin): 0.0 kcal per mole
HOMO level: -15.301 eV

Last column: Mulliken charge in e.
Atoms and positions in Å:
C 0.2016 4.8021 -3.7082  -0.361
H 6.5505 -4.6367 0.4146  0.420
C 4.8492 -5.3624 1.5097  -0.659
H -1.2426 9.3690 3.3707  0.364
C -9.6734 -1.9280 4.4681  -0.792
H 0.3288 -3.1226 -9.7604  0.417
H -1.9613 -2.5431 4.0479  0.310
H 8.3204 -7.1462 -0.9604  0.332
C 5.6723 -0.7566 2.4000  -1.099
C -6.9966 -2.0864 1.9579  -0.660
H 3.8075 -4.7167 -9.4924  0.306
N 1.6068 -2.8986 -6.8257  0.120
H -7.6883 -5.0211 0.9779  0.345
N 5.6130 1.2136 0.8708  0.207
H 9.0582 3.0736 -0.4107  0.315
C -3.3360 10.5415 1.2022  -0.225
C 8.1922 2.9691 -1.0646  -0.833
C -1.7453 3.2671 -3.8491  -0.352
H -0.8437 5.9759 -2.2716  0.346
H -2.8105 0.5865 5.1181  0.300
H 0.5361 5.5815 -4.3927  0.346
N 2.1529 -3.5878 -8.7989  0.109
H 8.6116 -5.3828 -0.5456  0.377
H 7.7307 3.8901 -1.3503  0.373
H -4.4825 2.2407 -5.3809  0.315
C -2.7768 -1.6470 7.0831  -0.307
H 0.9100 5.8905 -1.9179  0.360
C 6.8590 1.7987 0.8159  -0.093
H 5.2447 -1.2188 3.2689  0.415
H -1.0888 12.0010 3.2061  0.344
C 1.6065 -2.7960 -5.3475  -0.947
C 3.8347 -2.7530 -10.4231  -1.015
H 8.5118 2.4880 -1.9408  0.346
C -2.9004 4.1642 -5.4978  -0.231
H 2.4581 -4.4947 -10.5990  0.374
H 7.5001 1.9980 1.6877  0.387
C 6.0700 -5.3520 1.0364  -0.343
H 3.9968 1.0846 -0.5623  0.344
F 1.1977 -1.9969 1.1277  -0.336
H 0.8430 3.9199 -3.7442  0.278
H 2.6253 -3.0157 -4.9994  0.289
H -2.8213 -0.9146 7.9100  0.444
H -3.7214 1.2366 -4.0712  0.319
C 3.0902 -3.9741 -9.8995  -0.551
C -7.3602 -4.4677 0.1126  -1.070
C 5.8890 -7.2022 2.1904  -0.005
H -2.4341 14.0648 2.9538  0.372
F -0.2710 -1.1520 2.6291  -0.373
H -0.0865 4.4228 -1.7121  0.316
F -0.6760 -3.2441 1.9202  -0.396
F 1.5507 -3.8716 2.3403  -0.350
C -8.1036 -3.1670 -0.0831  -0.469
H 8.7112 -6.0463 1.8564  0.287
C 8.6663 -6.4206 -0.2392  -1.194
H 5.4459 -1.3949 1.6041  0.342
N -1.0754 4.3152 -4.2396  0.115
N -2.4048 10.7477 2.1558  0.144
C -1.9271 -0.0223 5.3159  -0.733
N -2.7841 -3.4115 5.7876  0.200
H 0.8763 -3.5033 -4.9790  0.338
N 4.7175 -6.5474 2.2101  0.113
H -4.2780 -5.7149 3.7159  0.398
C -9.1510 -2.4807 2.0221  -0.016
H -3.8509 11.3821 0.6840  0.338
C 5.9201 1.8972 -1.1853  -0.641
H -4.6075 2.6762 -3.5421  0.310
H 9.7209 -6.6878 -0.1692  0.391
C -3.0204 -4.7708 5.1771  -0.692
H 4.0907 0.7706 2.2305  0.564
H 0.6884 0.5440 0.2322  0.184
H -2.1164 7.0546 3.3952  0.297
F 1.9400 -1.5899 3.1957  -0.457
H -3.5409 13.2767 1.8709  0.373
H 1.3920 -1.7903 -5.1685  0.452
C -1.7767 12.0816 2.3822  -0.378
C 2.5738 -3.4700 -7.4986  -0.052
H -6.9504 -1.3829 4.1148  0.439
H -7.6030 -5.0764 -0.7705  0.371
C -2.0014 9.5620 2.6437  0.012
C 1.1393 1.5755 -1.5866  0.571
N 6.7435 -6.5147 1.4209  0.187
N -8.8362 -2.0760 3.2503  0.146
C 1.1309 0.2332 -0.7268  -0.862
C 0.9126 -3.1431 -8.8528  -0.198
H -3.6956 4.3854 -6.2496  0.386
H -6.2612 -4.3822 0.2043  0.336
H -3.0190 -5.4509 5.9905  0.436
H -10.6499 -1.5694 4.0947  0.339
H 3.4869 -3.7491 -7.0768  0.372
H -1.2781 0.3654 6.1274  0.343
H 0.5142 -0.5806 -1.1219  0.369
C -7.4568 -1.7352 3.1956  -0.337
C 0.4743 -2.7381 -7.6540  -0.528
H -1.3624 -0.1070 4.3786  0.220
H 5.8116 2.1612 -2.2397  0.482
C -1.7825 4.8960 -5.2485  -0.486
N 7.0714 2.1882 -0.4754  0.083
H -1.3136 2.5922 -3.1234  0.701
H -4.0794 -3.9665 3.5466  0.332
H -9.0881 -3.4294 -0.4298  0.354
H -0.4154 -2.2965 -7.3647  0.476
H 4.3867 -3.0194 -11.3409  0.376
C -2.6012 7.1955 2.4147  -0.805
H 5.5234 1.2744 3.0221  0.244
N -2.7310 8.6197 2.0949  0.109
N -8.1117 -2.4966 1.2366  0.148
H 4.0280 -4.6368 1.5337  0.498
N -2.8688 3.1663 -4.5439  0.170
H 2.1035 -0.1793 -0.5709  0.206
C 3.6886 -6.7015 3.1747  -0.838
H -1.1193 12.2829 1.4812  0.307
H -6.0483 -2.0289 1.4909  0.527
C -3.1066 -2.9415 7.0390  -0.568
H -1.4086 5.7829 -5.6965  0.435
H 8.4289 -7.7621 1.3295  0.345
H -3.5881 6.7425 2.3546  0.329
O 2.2682 1.9925 -1.9339  -0.686
C 0.0374 5.2978 -2.2753  -1.075
C -2.8558 13.1024 2.6645  -1.172
H 3.3396 -7.7127 3.4006  0.348
H -4.2582 8.5535 0.6421  0.434
H -3.4156 12.7135 3.5238  0.348
H -7.6515 -2.5340 -0.8413  0.295
H 6.8231 -0.7857 2.4820  0.319
C 8.1931 -6.7055 1.1594  -0.367
P 0.6386 -2.4792 2.5232  1.322
H -1.9957 6.7270 1.6171  0.324
O -0.0125 2.0910 -1.8663  -0.832
H 3.8141 -5.9925 4.0091  0.374
C -2.4098 -2.3932 5.0566  -0.155
H -3.5263 -3.5488 7.7860  0.517
H 3.1397 -1.9740 -10.7798  0.324
H -10.1609 -2.7033 1.7015  0.386
H -9.2701 -1.1456 5.1500  0.323
C -4.2165 -4.7677 4.2707  -1.038
H 2.8139 -6.2295 2.7148  0.289
C 5.0002 1.3508 -0.3113  -0.032
N -2.3707 -1.3304 5.8090  0.240
H 4.5128 -2.3296 -9.6935  0.337
C 5.1285 0.6505 2.1544  -0.743
C -4.0396 2.2690 -4.3733  -0.810
H -9.6515 -2.8904 4.9532  0.329
H 5.9884 -8.0983 2.7847  0.429
H -2.0622 -4.9162 4.7527  0.357
H -5.1292 -4.5256 4.7758  0.369
F 0.2820 -2.9650 4.0448  -0.376
C -3.6296 9.2015 1.2073  -0.516

---

# 2
# C44H80N2O10P2S

A 3-piece molecular cluster, C44H80N2O10P2S overall in a non-equilibrium geometry (ωB97M-V/def2-TZVPD, OMol25).

## Properties
LUMO level: -0.3 eV
Gap between HOMO and LUMO: 7.100 eV
Net charge: 0
SMILES: CCC[C@@H](C)N1c2cc(CCC(C)C)c(CC(C)C)c(OCCNC[C@@H](C)O)c2Sc2cccc(C)c21.CCOP(=O)(OCC)OCC.CCOP(=O)(OCC)OCC
HOMO level: -7.417 eV

Last column: Mulliken charge in e.
Atoms and positions in Å:
C -1.7061 2.9016 -1.1295  -1.245
N -7.8345 0.4364 -0.6030  -0.389
C -5.5546 0.2330 0.3872  -0.067
P 3.3621 -3.8752 -4.9902  1.236
H -7.3186 2.0485 1.8147  0.144
O 3.5236 -4.3208 -6.5833  -0.342
O 3.2432 -5.4294 -4.5003  -0.384
H 4.5086 -0.2973 0.5008  0.409
H -6.0815 1.0499 -1.5811  0.388
H -6.3275 -0.7347 -1.4173  0.311
O 5.8872 2.3047 -2.3494  -0.163
C -1.5038 0.3800 4.9639  0.446
H -1.1522 2.4621 -1.9773  0.225
C -4.6407 -3.0269 5.4808  -0.860
P 5.7171 2.7630 -0.7602  1.063
C -8.9764 3.3851 1.6507  -1.376
H -0.5214 -1.2749 7.1238  0.229
C 5.9766 -3.1445 -2.7693  -1.223
C -2.3267 1.5192 4.3214  -1.812
H 0.8536 -0.3217 0.0974  0.356
O 5.6379 1.2114 -0.2551  -0.336
C 1.9449 -5.9961 -4.3248  -0.204
C -3.5019 -0.7743 0.9151  -0.798
N -1.7114 -0.9345 4.2559  0.774
H 6.4696 -2.3076 -4.6804  0.387
C 3.2579 -3.3117 -7.5807  -0.320
H 0.9347 2.1425 -0.8789  0.420
C -8.3000 2.0313 1.3023  0.522
C -0.2448 4.1921 0.4287  -1.814
H 1.9346 -6.8922 -6.2906  0.256
S -4.7042 -1.4108 3.3036  -0.450
C 8.3249 3.5777 1.4451  -1.200
O -9.1279 0.9792 1.8050  -0.560
H 2.2424 -2.9297 -7.4467  0.303
H 1.5589 2.1203 4.7051  0.461
H 3.2987 -3.8102 -8.5488  0.348
C -4.0760 -3.6497 6.5869  -0.885
H -3.7915 0.0710 -1.6334  -0.234
H -8.3533 0.2548 -1.4553  0.274
H 8.6223 4.4215 2.0704  0.367
H 0.3468 -6.8590 -5.4954  0.415
C -3.8795 -2.1537 4.7095  1.358
C -0.8356 2.7663 0.1504  2.343
H -4.6379 -4.3542 7.1998  0.389
C -6.4049 0.2350 -0.9013  -1.039
H 6.4089 5.1113 -4.1907  0.430
C 4.2660 -2.1778 -7.5445  -0.970
H -1.8860 0.2467 5.9881  0.894
O 2.9693 -3.1136 -3.7666  -0.734
C -0.0205 0.2864 -0.1930  -1.131
C 4.3531 0.6169 -0.0728  -0.422
H 7.5200 3.0383 1.9440  0.298
H -0.0179 -0.2016 2.4336  0.367
H -3.3743 1.1775 4.2636  0.523
H -3.4045 -3.6901 -2.1763  0.525
C 0.4626 2.1311 4.8527  -0.511
H -0.2579 -3.0010 7.3122  0.453
H 0.0456 2.6186 3.9605  0.016
H -10.0163 3.3847 1.2952  0.342
H 6.4575 5.0533 -2.4271  0.263
H -2.0646 0.4064 -1.9395  0.222
H -8.3853 4.2002 1.1998  0.332
C 0.0388 0.6580 5.0461  -0.869
H 0.3532 0.3808 6.0682  0.309
H 0.6177 -0.0059 4.3888  0.486
H 4.9057 -1.7925 -4.0786  0.265
C -2.5444 -1.8464 4.9821  -0.681
C 3.6885 0.2805 -1.3955  -0.613
H -5.6822 -3.2082 5.2014  0.418
C -2.6154 -1.6457 -2.1857  0.392
H 0.3930 4.0407 5.9908  0.389
H -3.0237 -3.0014 -0.5625  0.299
H -2.3028 -3.8126 7.7701  0.309
C -3.4556 -2.7816 -1.5517  -1.351
H -1.4475 2.5046 1.0290  -0.736
H 4.3611 -0.2944 -2.0326  0.217
H -2.8900 -1.5157 -3.2460  0.507
C -2.0473 -0.7848 2.8738  -2.042
O -4.7820 -0.9906 0.4499  -0.505
H 0.1582 4.5359 -0.5446  0.470
C -2.7474 -3.3434 6.8861  -0.753
H -8.8937 0.8512 2.7310  0.356
C -1.1955 -0.1801 0.6590  1.788
C -8.1388 1.8230 -0.2178  -0.802
H 7.6019 4.0944 -3.3556  0.242
H -9.0810 2.1216 -0.7103  0.500
H -2.3346 2.3930 4.9946  0.540
H -4.8551 1.0816 0.4484  0.300
H -4.5198 -2.5181 -1.4843  0.156
H -1.0284 4.9120 0.7021  0.419
H 1.0297 1.9611 0.8729  0.277
H 0.6022 4.1682 1.1295  0.360
H -0.1631 0.1277 -1.2656  -0.032
C 5.5799 -2.6478 -4.1451  -0.233
O 7.3459 2.9837 -0.6929  -0.364
H 5.1620 -3.6755 -2.2765  0.285
H 0.1192 -2.2279 5.7008  0.288
H -8.9277 3.4888 2.7451  0.357
H 7.2226 4.8943 0.1256  0.366
H -1.9393 3.9439 -1.3899  0.453
H -6.2147 0.2453 1.2714  0.458
H 1.0335 -5.3867 -6.1931  0.217
C 6.5740 4.4551 -3.3353  -1.033
C -1.0101 -0.3811 2.0168  -0.633
H 1.3237 -5.3261 -3.7219  0.173
H 8.7924 4.4010 -0.4790  0.380
H 2.0797 -6.9185 -3.7598  0.328
H 9.1680 2.8882 1.3711  0.292
H 6.8074 -3.8485 -2.8442  0.351
H 2.7742 -0.2919 -1.2343  0.269
C -2.7647 -0.2658 -1.4278  -1.072
C -0.5395 -2.2329 6.5779  -1.267
H -0.7106 -2.1349 -1.1692  0.018
H -0.4909 -1.4851 -2.7882  0.257
H 5.6465 2.7878 -4.3199  0.351
C -1.9726 -2.4749 6.1137  0.945
H 6.2858 -2.3121 -2.1335  0.350
H 4.1628 -1.5868 -6.6297  0.218
C 5.5947 3.2959 -3.3570  -0.350
H 4.5701 3.6537 -3.2252  0.305
H 1.0682 2.6582 6.8329  0.381
H 5.2845 -2.5640 -7.5669  0.241
H -1.0456 -3.1656 -2.5726  0.494
H 3.4284 1.1911 -1.9433  0.141
H 3.7172 1.2790 0.5243  0.255
H -0.6848 2.7123 6.6741  0.311
O 4.9961 -3.6949 -4.9179  -0.411
C 1.2740 -6.3056 -5.6520  -0.972
H 4.1191 -1.5084 -8.3930  0.428
H -2.6525 2.3523 -1.0100  0.133
C -3.2986 -0.9540 2.2915  1.755
C 7.9119 4.0512 0.0654  -0.328
H -7.3460 2.5155 -0.5731  0.257
C -2.4606 -0.4006 0.0582  1.027
C 0.3648 1.8031 0.0081  -1.431
C -1.1447 -2.1417 -2.1842  -1.184
H -1.9518 1.8627 3.3499  0.166
C 0.2500 2.9638 6.1543  -1.418
O 5.3080 3.5263 0.4562  -0.795

---

# 3
# C44H86BCl3N3O15

A 6-piece molecular cluster, C44H86BCl3N3O15 overall in a non-equilibrium geometry (ωB97M-V/def2-TZVPD, OMol25).

## Properties
LUMO level: -2.6 eV
Gap between HOMO and LUMO: 8.526 eV
Net charge: +1
HOMO level: -11.117 eV

Last column: Mulliken charge in e.
Atoms and positions in Å:
O -0.1718 -6.9987 -2.5816  -0.370
C -2.4419 0.2416 1.8792  -1.198
H 2.1253 -2.2451 -0.5947  1.290
N -4.5646 0.6232 0.9801  -0.224
H 6.9715 1.2433 1.5421  0.386
H 6.0537 -8.7995 -0.0298  0.368
H -2.4153 -4.7589 2.6947  0.477
H -6.1054 4.3138 2.1932  0.377
C -3.9981 4.4909 2.5027  0.826
H -3.3388 1.0668 -1.3754  0.427
H 1.2349 5.1534 -1.3942  0.464
C -2.6877 1.9081 -1.1118  -0.423
H 5.9723 0.0354 -1.0604  0.417
O -3.4433 5.6870 2.2583  -0.374
H 2.4546 -7.3277 -3.0032  0.140
H 6.5436 -10.1797 -1.4645  0.368
O -0.7467 5.1219 -2.0581  -0.466
C 2.0049 -1.5480 0.2307  0.484
H -1.0625 5.8111 1.1456  0.461
C 0.1300 -4.4867 1.2602  -0.489
C -7.9553 10.2964 -0.5253  -0.426
H 8.7728 2.0605 0.1204  0.314
H -5.8478 6.7036 1.4248  0.148
H -0.8300 -3.4955 -1.8217  0.115
C -0.1722 0.5075 2.4532  -2.063
H 0.2331 -2.1508 -1.8253  0.201
H -2.6101 2.1635 -3.2865  0.264
H -5.1962 4.4374 0.6698  0.303
O 5.0141 -7.9886 -1.6470  -0.333
H 3.8634 0.1680 -1.3734  0.512
H 1.0463 -3.1471 2.8619  -0.704
H 1.0784 0.4765 0.2314  -0.814
C 1.1523 0.0618 3.0906  -0.472
O -3.5820 3.8232 3.4165  -0.643
C 0.8220 -5.1587 3.6866  -1.305
H -0.4056 -1.9403 3.3821  0.774
H -4.8654 7.9520 2.1519  0.297
H 4.1472 -1.5688 0.1422  0.519
N -0.2934 -2.8206 -1.2948  0.269
C 6.0993 0.9200 -0.4377  -0.686
H 7.1858 -0.3803 0.9581  0.236
C 0.5998 3.1219 -1.8549  -0.570
C -1.7567 -3.0289 2.1402  -0.497
H -2.8544 7.1171 0.9548  0.351
C 3.3789 -0.8607 0.4619  -1.428
C 0.4646 -8.0717 -3.3061  -0.430
H -0.0725 -5.1251 -4.8934  0.271
H 7.9812 -7.1986 -0.2387  0.366
H 0.0104 -5.8610 3.4987  0.293
C 5.9601 -7.8612 -0.5779  -0.400
H -3.2606 3.5264 -2.4403  0.368
H 7.7547 -8.0319 -1.7819  0.283
H -0.3786 -5.3909 1.5583  0.735
C -8.2636 8.3109 0.8765  0.906
H -5.4245 0.1802 0.6522  0.251
H -3.2466 2.4526 -0.3574  0.214
C -3.7539 -0.2618 1.3376  -1.251
H 0.9685 4.8333 -3.0899  0.380
C -9.1841 11.1629 -0.3437  -1.030
H 5.5912 -11.0743 -2.6233  0.330
C -0.6285 -0.9411 0.2791  1.498
C 0.5912 4.6153 -2.0918  -0.907
O -7.8639 7.6419 1.7911  -0.563
H 1.7232 -5.7116 3.9026  0.445
H 5.5247 -7.1407 0.1135  0.275
H 0.5217 -4.5789 4.5569  0.330
H -3.7733 5.8404 0.1994  0.372
H -8.0153 9.6688 -1.4159  0.378
N -0.9790 -3.4912 0.9246  0.447
C 4.9242 -9.0719 -2.4403  0.784
C -0.8881 -6.0389 -3.1543  0.930
H 4.8571 0.9644 1.2944  0.303
H 1.7532 -6.8389 -4.5338  0.316
H -0.6501 -6.7778 -5.1980  0.393
H -2.7951 -2.8589 1.8622  0.598
H -7.0792 10.9309 -0.6519  0.348
Cl -2.7492 -2.4060 -0.7284  -0.145
H -9.3349 11.8001 -1.2155  0.368
H 1.6098 2.7162 -1.9384  0.502
B -1.1913 0.0741 -0.8440  0.604
H -9.4546 8.2830 -0.9643  0.375
H -2.6360 0.3804 2.9463  1.253
H -0.0374 2.6227 -2.5866  0.411
C -9.4500 7.8797 0.0456  -1.169
C -0.8396 -5.8594 -4.6501  -1.248
C 7.1650 0.6657 0.6358  -0.693
C 8.5873 0.9847 0.1519  -0.411
H 1.7592 -2.1435 1.1117  -1.677
H 9.7157 0.8720 2.0222  0.316
H 6.7488 -9.8619 -3.2017  0.289
H 0.2072 2.8708 -0.8675  -0.079
C -0.8667 -2.4184 -0.1322  -1.127
C -3.7217 6.4722 1.0880  -0.064
H 0.9962 -0.0012 4.1704  0.969
H -2.3399 1.2743 1.5576  0.068
H 10.6211 0.4553 0.5725  0.377
O 3.9968 -9.1610 -3.2017  -0.512
H -0.7286 0.9960 3.2498  1.362
O -2.4446 6.0332 -0.9913  -0.612
C 1.0435 -4.1700 2.5132  1.254
C -1.3880 5.4676 -0.9220  0.854
H 0.9533 -0.4629 -1.1643  1.703
H 4.5199 2.3075 0.1751  0.498
H 9.4331 -0.6875 1.2721  0.350
H 0.5761 -8.8824 -2.5881  0.331
C -2.4996 2.7482 -2.3770  -1.295
H -9.4238 6.7963 -0.0476  0.307
C 1.8263 -7.6655 -3.8214  -0.825
C 3.5475 0.4179 -0.3609  0.182
H 2.3076 -8.4988 -4.3112  0.428
C -1.0831 -0.5470 1.7446  2.757
H -10.0820 10.5621 -0.1968  0.270
O -1.5157 -5.2751 -2.4500  -0.739
O -7.6919 9.5050 0.6384  -0.336
H -1.8073 -5.4875 -4.9808  0.386
C 9.6532 0.3593 1.0621  -1.315
C 0.8632 -0.5438 -0.0716  -2.418
H -1.2492 4.1013 0.7096  -0.141
H 0.2786 4.9636 0.4130  0.360
O -1.4599 1.3910 -0.5785  -0.229
Cl 1.0826 -5.1224 -0.0962  0.087
H 8.7121 0.6024 -0.8644  0.362
H 6.3797 1.8155 -0.9916  0.325
H -1.6708 -4.1290 0.5066  0.716
C 2.2806 1.0822 2.9996  -0.276
C -5.1833 4.0385 1.6821  -0.731
Cl 2.8034 -4.4086 2.0662  -0.108
C -4.9652 7.3164 1.2724  -1.178
O -1.1527 -0.2436 -2.2120  -0.073
H -0.0275 1.3163 1.7374  -0.234
H -10.3654 8.1713 0.5586  0.277
H -4.1081 -1.2899 1.2708  0.419
H -0.1900 -8.4446 -4.0948  0.346
O -1.8929 -4.0481 3.0949  -0.526
C 6.0295 -10.1002 -2.4192  -1.191
H -2.0530 -1.5102 3.4769  0.318
O 3.3241 0.8047 3.4682  -0.510
H -1.5289 3.2441 -2.3352  -0.096
H 2.6803 1.0749 -0.3297  -0.474
H -2.0349 -0.4284 -2.5602  0.335
C -0.8058 5.0515 0.4104  -0.765
H 1.5423 -0.9142 2.8162  -0.293
C -1.2752 -1.7344 2.7517  -1.494
H -9.0734 11.7939 0.5383  0.308
H -5.1304 7.9492 0.3993  0.359
C 7.2944 -7.3438 -1.0728  -0.973
H -5.1288 2.9551 1.5955  0.016
H 3.5360 -0.7347 1.5297  0.584
O 2.0475 2.3052 2.4421  -0.264
H 7.1624 -6.3927 -1.5896  0.303
C 4.7262 1.2423 0.2538  -1.009
H 2.2343 2.9481 3.1441  0.362